Formula: C68H178N14O8
Source: OMol25
Level of theory: ωB97M-V/def2-TZVPD

Each line ends with the Mulliken charge.
Element x y z (Å)
C  10.2684  13.9185  11.4719  -1.25
C  10.7881  12.4589  11.6812  -0.69
N  11.2499  12.2374  13.0955  0.36
C  11.4968  10.8313  13.2890  -0.32
C  11.0325  10.3723  14.6303  -0.52
C  12.4988  13.0180  13.3437  -1.03
C  13.1321  12.7555  14.7251  1.61
H  9.6474  13.8193  10.6215  0.46
H  11.0334  14.6598  11.3331  0.18
H  9.6873  14.2319  12.3405  0.27
H  9.9811  11.8424  11.4438  0.62
H  11.6066  12.1056  10.9544  0.41
H  11.0642  10.2640  12.4176  0.59
H  12.5540  10.6078  13.2409  -0.12
H  9.9458  10.5427  14.6460  0.30
H  11.1485  9.3013  14.8075  0.49
H  11.4781  10.8552  15.5499  -0.49
H  12.2819  14.1180  13.1939  0.00
H  13.2032  12.7209  12.5717  0.84
H  12.5170  13.1565  15.5372  -1.11
H  14.0219  13.3558  14.7793  -0.80
H  13.5404  11.7428  14.8907  0.00
C  21.7344  13.2774  11.2037  -1.12
C  22.2190  13.1083  12.6201  -0.46
N  23.0810  14.1517  13.2732  0.42
C  22.5354  15.4737  13.2274  -1.48
C  21.0998  15.7000  13.8834  0.78
C  24.4366  14.2796  12.6920  -0.42
C  25.4795  14.6183  13.7951  -1.23
H  22.6090  13.5725  10.6061  0.29
H  20.9523  13.9931  11.0872  0.13
H  21.3242  12.3811  10.7667  0.45
H  21.3241  12.9676  13.2661  -0.19
H  22.7740  12.2084  12.7526  0.78
H  23.2561  16.1464  13.6715  0.43
H  22.5570  15.7995  12.1746  0.56
H  21.0909  15.2843  14.8693  -0.75
H  20.9741  16.8030  14.0020  0.07
H  20.2766  15.2730  13.2929  0.08
H  24.4187  15.0379  11.8251  0.27
H  24.7232  13.2876  12.2675  0.45
H  25.3287  13.8296  14.5639  0.26
H  25.3969  15.6148  14.2824  0.28
H  26.4904  14.5731  13.3998  0.41
C  23.7828  16.4922  21.8552  -1.68
C  22.5374  16.6833  20.9306  0.68
N  22.6720  17.6815  19.8645  0.09
C  22.2949  19.0419  20.3625  -0.08
C  22.5126  20.1538  19.3136  -1.34
C  21.7491  17.3567  18.7487  0.85
C  22.4199  17.4420  17.3961  -1.56
H  23.5887  15.5306  22.3319  0.45
H  23.8629  17.3114  22.5984  0.29
H  24.7214  16.4903  21.2937  0.38
H  22.3113  15.7706  20.4903  0.25
H  21.7468  16.9706  21.5428  -0.37
H  21.2272  19.0077  20.5911  0.12
H  22.8226  19.3455  21.2789  0.48
H  21.8464  20.1323  18.3720  0.13
H  22.2491  21.1367  19.6302  0.53
H  23.5900  20.2080  19.0048  0.30
H  20.8471  17.9870  18.7129  0.46
H  21.4040  16.2955  18.9034  -0.64
H  21.6764  17.2495  16.5849  0.09
H  23.1559  16.6977  17.2435  0.40
H  22.9885  18.4001  17.2386  0.30
C  16.0001  10.9051  13.2979  -1.15
C  16.9613  11.6837  12.4834  -0.38
N  16.2939  12.5463  11.5190  0.13
C  15.8553  13.8225  12.1229  1.89
C  15.0973  14.6215  11.1071  -1.47
C  17.2511  12.8584  10.4062  -0.33
C  17.2983  11.7337  9.3033  -1.34
H  15.2559  11.4837  13.8609  -0.14
H  16.5037  10.1950  13.9604  0.46
H  15.2771  10.3682  12.6054  0.34
H  17.6802  12.2842  13.0584  0.00
H  17.5669  10.9579  11.9808  0.75
H  16.6357  14.3915  12.5835  0.12
H  15.0917  13.6233  12.9274  -1.50
H  14.1197  15.0765  11.4633  0.17
H  14.8584  14.0250  10.2244  0.42
H  15.6400  15.4871  10.6160  0.34
H  16.9616  13.7432  9.8512  0.51
H  18.2865  12.9535  10.7955  0.10
H  18.0989  11.9872  8.5774  0.40
H  17.4338  10.7196  9.8057  0.26
H  16.3355  11.8365  8.8349  0.34
C  18.6983  13.2852  15.9264  0.19
C  18.1112  13.8181  17.2553  0.44
N  17.0884  14.7983  17.0637  1.34
C  15.8098  14.1654  16.6987  0.32
C  14.6548  15.1324  16.7649  -0.03
C  17.5143  15.9943  16.2850  -0.12
C  18.8259  16.5752  16.7543  -0.15
H  19.5999  13.7808  15.7640  -0.32
H  18.0273  13.4231  15.0497  -0.72
H  19.0013  12.2505  16.0026  0.63
H  17.6486  12.9596  17.7661  -0.30
H  18.9017  14.1759  17.9776  -0.49
H  15.8165  13.6582  15.7450  0.00
H  15.5921  13.3756  17.4415  -0.19
H  14.7541  15.6125  17.7529  -0.02
H  14.7683  15.8827  15.9661  0.42
H  13.6421  14.6443  16.7534  -0.54
H  16.7738  16.7661  16.3850  0.50
H  17.6006  15.7717  15.1850  -0.37
H  19.1444  17.3132  16.0235  0.79
H  19.4484  15.6937  16.7463  -1.06
H  18.8170  16.9671  17.7673  0.09
C  18.2327  21.0481  9.6317  -1.36
C  18.9619  20.7776  10.9608  -0.07
N  19.9246  19.6519  10.8959  0.20
C  19.2821  18.3843  11.1409  -1.01
C  18.6057  18.1283  12.5189  0.19
C  21.1122  19.9182  11.8139  -0.24
C  22.3526  19.1284  11.2670  -0.95
H  17.5135  21.8767  9.8006  0.34
H  17.6832  20.1834  9.2384  0.27
H  19.0360  21.4400  8.9266  0.35
H  19.5138  21.7170  11.1702  0.44
H  18.2529  20.6687  11.7798  -0.06
H  18.5692  18.1159  10.3721  0.45
H  20.0756  17.6309  11.1364  0.15
H  19.2811  18.2330  13.3657  -0.03
H  17.6489  18.6186  12.5513  0.07
H  18.3901  17.0420  12.4602  -0.03
H  20.8636  19.5383  12.8156  0.13
H  21.2546  21.0039  11.7966  0.44
H  22.1927  18.0171  11.1627  0.00
H  23.1443  19.1230  12.0465  0.35
H  22.6774  19.4413  10.2552  0.35
C  11.5950  21.3198  19.6687  -1.38
C  13.0459  21.5097  19.4623  0.63
C  13.5635  20.9239  18.1122  -0.71
O  13.3063  19.5075  17.8928  0.16
C  14.4634  18.7336  17.8227  0.35
N  13.4223  22.9134  19.6805  -0.71
H  10.9431  21.7842  18.9376  0.35
H  11.4647  21.8178  20.6063  0.50
H  11.4518  20.2273  19.5818  0.09
H  13.5880  20.9872  20.3610  0.14
H  14.6267  21.2243  18.0739  -0.17
H  13.0526  21.4684  17.3943  0.53
H  15.1089  18.8800  18.7360  0.42
H  15.0176  18.9615  16.8890  -0.14
H  14.1258  17.6648  17.7838  -0.61
H  12.9147  23.5736  19.1517  0.28
H  14.3908  23.1272  19.4266  0.21
C  21.7193  13.3576  17.7201  -0.07
C  21.0467  12.2070  18.4516  1.90
C  21.8395  10.9994  18.1703  -1.10
O  23.1952  11.2769  18.5450  -0.29
C  23.9889  10.0450  18.6593  -0.87
N  20.9667  12.5805  19.8594  -0.30
H  22.6820  13.7907  18.1348  0.37
H  21.0253  14.2579  17.7689  -0.52
H  21.8925  13.0843  16.5888  -0.05
H  20.0704  12.1622  18.0543  -1.32
H  21.7818  10.7657  17.0542  0.36
H  21.5081  10.1757  18.7901  0.58
H  23.6643  9.3693  19.4206  0.34
H  25.0028  10.4187  18.9143  0.23
H  23.9578  9.4902  17.7308  0.33
H  20.3686  11.9327  20.3634  -0.08
H  21.8312  12.4637  20.2639  0.33
C  16.8547  16.0040  20.4957  -1.94
C  18.3016  15.4490  20.6552  2.63
C  18.9426  15.9471  22.0177  -1.03
O  19.1471  17.3644  22.0024  -0.27
C  19.5262  18.0320  23.1817  -0.87
N  18.1729  13.9924  20.8699  -0.43
H  16.3987  15.6153  19.5802  0.18
H  16.8368  17.0929  20.5122  0.35
H  16.3357  15.6672  21.3976  0.54
H  18.8446  15.7416  19.7436  -1.23
H  19.8406  15.3956  22.1843  0.38
H  18.2795  15.7003  22.8177  0.60
H  19.1026  19.0504  23.1438  0.24
H  20.5513  18.2037  23.1847  0.30
H  19.1627  17.5831  24.1022  0.32
H  17.5218  13.5936  20.1845  -0.27
H  19.0391  13.6443  20.5602  0.22
C  16.8845  9.4696  21.9854  -1.72
C  17.9482  10.0403  21.1858  0.60
C  17.4592  10.5653  19.8261  1.01
O  17.1725  9.4814  19.0015  -0.52
C  16.4420  9.9360  17.8445  0.17
N  18.7161  11.0331  21.9373  -0.40
H  17.3060  8.9683  22.8643  0.40
H  16.4431  8.7556  21.3712  0.50
H  16.0851  10.1226  22.3230  0.26
H  18.6432  9.1779  20.9620  0.12
H  18.3325  11.0691  19.3564  -0.69
H  16.6456  11.3601  19.9656  -0.03
H  15.5264  10.3544  18.2176  -0.17
H  16.1976  9.0114  17.2745  0.37
H  16.9462  10.6590  17.1464  -0.12
H  18.3626  11.9728  21.7752  0.04
H  18.8036  10.8720  22.9397  0.27
C  16.7089  21.3375  15.5881  -0.75
C  16.6896  22.6846  16.3623  1.63
C  17.9723  22.9275  17.1875  -1.15
O  18.1587  22.0875  18.2813  -0.10
C  17.3289  22.2980  19.3604  -0.54
N  16.3939  23.8128  15.4408  -0.76
H  15.7347  21.3020  15.0147  -0.06
H  16.6891  20.3712  16.0813  0.11
H  17.6278  21.3103  14.9514  0.32
H  15.8727  22.5226  17.0472  -0.42
H  17.8343  24.0066  17.4462  0.41
H  18.8621  22.8861  16.5956  0.33
H  17.7037  21.6893  20.2119  0.22
H  16.2377  22.1878  19.2304  -0.07
H  17.4055  23.3312  19.7819  0.36
H  17.1164  23.9618  14.7516  0.27
H  15.5474  23.6461  14.8113  0.28
C  11.6046  20.0289  13.5292  -1.24
C  12.7390  19.2437  12.8804  0.07
C  14.0937  19.9222  13.2248  0.20
O  14.3088  21.1644  12.6033  -0.39
C  14.4972  21.0895  11.2093  -0.67
N  12.7843  17.7835  13.3999  -0.14
H  11.5817  21.0663  13.2504  0.37
H  11.7214  19.9586  14.6388  0.06
H  10.6353  19.5448  13.3616  0.39
H  12.6798  19.1976  11.7799  0.60
H  14.8190  19.2283  12.8165  0.20
H  14.1982  20.0261  14.3065  -0.35
H  15.3275  20.4210  10.9337  0.26
H  14.8015  22.1175  10.9104  0.30
H  13.5910  20.8245  10.6360  0.28
H  12.3381  17.7255  14.3724  -0.06
H  12.1299  17.3065  12.7815  0.17
C  10.6118  16.7408  19.4045  -1.24
C  10.8609  17.0813  17.9738  2.34
C  10.2581  16.0593  17.0484  -1.26
O  10.8199  14.7716  17.2841  0.21
C  10.1135  13.7775  16.7445  -0.93
N  10.4526  18.3075  17.3833  -0.54
H  11.0060  15.7646  19.6348  -0.04
H  9.4972  16.6764  19.5215  0.32
H  11.2115  17.4124  19.9847  0.43
H  11.9024  17.0806  17.6423  -1.12
H  10.4267  16.3044  15.9695  0.22
H  9.1960  15.9114  17.2276  0.51
H  10.7595  12.8703  16.5608  -0.15
H  9.6714  13.9878  15.7450  0.43
H  9.2026  13.6664  17.3042  0.50
H  9.5115  18.5277  17.5848  0.24
H  11.0413  19.0101  17.7533  -0.01
C  13.2644  13.7002  20.6211  -1.33
C  12.2323  12.8982  19.8591  2.88
C  12.9521  11.6998  19.1970  -0.30
O  12.0714  11.0941  18.2485  -0.33
C  12.5227  9.7999  17.7381  -0.66
N  11.2218  12.3236  20.7245  -0.81
H  12.8756  14.6508  21.0659  0.36
H  14.0388  14.0577  19.9338  0.02
H  13.7126  13.1289  21.4451  0.44
H  11.7705  13.4792  19.0680  -1.44
H  13.3429  11.0175  19.9728  0.48
H  13.9102  12.0970  18.7578  -0.56
H  12.8807  9.2230  18.5751  0.45
H  13.3512  9.8755  16.9831  0.12
H  11.6375  9.3920  17.1734  0.21
H  10.5648  11.8636  20.1335  0.27
H  10.7152  13.0047  21.3141  0.27

spin multiplicity = 1
strongest force on any atom = 3.5 eV/Å
E_LUMO = 0.6 eV
total energy = -4065.69371 hartree